[1]
The following is a DFT calculation (the ωB97M-V functional and the def2-TZVPD basis) of C24H42NOP3Ti as an isolated structure in a non-equilibrium geometry.

Summary:
**Orbital gap (spin up / spin down)**: 0.2029 / 0.1826 Eh
**HOMO energy (spin up / spin down)**: -0.6067 / -0.6068 hartree
**Total charge**: +3
**Spin multiplicity**: 2
**F_max**: 3.2 eV/Å

Each line ends with the Löwdin charge.
Geometry (Å):
Ti 0.284 -0.311 -0.396  0.641
P 1.938 0.853 -2.136  0.836
P -1.637 1.332 -1.143  0.823
P 1.682 -1.359 1.554  0.769
H -4.113 -1.202 -0.922  0.054
C -3.817 -2.053 -0.259  -0.055
C -3.367 -1.754 0.961  -0.093
H -3.496 -0.831 1.530  0.038
C 1.118 0.446 -3.680  -0.201
C 2.083 2.657 -2.090  -0.164
C 3.452 -0.098 -1.786  -0.190
C -3.199 1.503 -0.198  -0.229
C -1.054 3.046 -0.819  -0.249
C -2.266 1.471 -2.859  -0.228
C 0.839 -1.856 3.094  -0.217
C 2.878 -0.210 2.290  -0.231
C 2.637 -2.795 1.031  -0.221
H -3.873 -3.044 -0.642  0.056
H -2.575 -2.472 1.464  0.085
H 1.528 -0.433 -4.205  0.083
H 1.114 1.388 -4.328  0.103
H 0.052 0.177 -3.403  0.039
H 3.117 2.879 -2.403  0.099
H 1.931 3.023 -1.069  0.065
H 1.387 3.175 -2.767  0.075
H 4.170 0.198 -2.591  0.095
H 3.216 -1.175 -1.854  0.069
H 3.808 0.079 -0.727  0.076
H -3.802 2.321 -0.629  0.080
H -2.980 1.778 0.847  0.039
H -3.814 0.594 -0.168  0.019
H -1.931 3.713 -0.823  0.076
H -0.373 3.355 -1.614  0.019
H -0.551 3.165 0.148  0.034
H -3.133 2.150 -2.915  0.079
H -2.591 0.483 -3.218  0.067
H -1.493 1.846 -3.543  0.043
H 1.521 -2.393 3.782  0.089
H -0.021 -2.500 2.867  0.054
H 0.467 -0.959 3.616  0.044
H 3.606 -0.730 2.929  0.087
H 2.274 0.480 2.889  0.034
H 3.388 0.336 1.494  0.031
H 3.203 -3.234 1.863  0.084
H 3.328 -2.517 0.224  0.054
H 1.850 -3.448 0.670  0.015
C -0.073 -2.881 -2.008  -0.325
C 0.150 -3.090 -3.394  -0.011
C 0.435 -4.384 -3.868  -0.058
C 0.419 -5.470 -3.010  -0.046
C 0.294 -5.251 -1.607  -0.021
C 0.102 -3.934 -1.144  -0.065
O -0.387 -1.659 -1.402  -0.281
H 1.405 -0.513 -1.696  -0.011
H 0.064 -2.265 -4.113  0.104
H 0.603 -4.567 -4.940  0.131
H 0.474 -6.549 -3.351  0.146
H 0.354 -6.065 -0.861  0.129
H -0.052 -3.724 -0.074  0.107
N -0.248 0.782 1.338  0.025
C -0.554 1.524 2.197  -0.077
C -0.748 2.508 3.189  -0.204
C -0.003 2.475 4.394  0.006
C -0.113 3.512 5.357  -0.010
C -0.972 4.611 5.167  -0.001
C -1.721 4.626 3.998  -0.028
C -1.633 3.611 3.022  0.004
H 0.654 1.653 4.598  0.103
H 0.481 3.452 6.266  0.126
H -1.045 5.411 5.920  0.143
H -2.430 5.446 3.824  0.133
H -2.240 3.669 2.130  0.103

[2]
The following is a DFT calculation (the ωB97M-V functional and the def2-TZVPD basis) of one molecule with the formula CH2OS2 in a non-equilibrium geometry.

Summary:
**Orbital gap**: 0.3394 Eh
**HOMO energy**: -0.3324 hartree
**Structure (SMILES)**: OC(=S)S
**F_max**: 1.1 eV/Å

Each line ends with the Löwdin charge.
Geometry (Å):
O 0.308 1.448 -0.030  -0.088
C 0.408 0.112 -0.019  -1.293
S 1.838 -0.670 -0.042  0.646
S -1.208 -0.670 -0.050  0.732
H -0.648 1.707 -0.004  0.100
H -0.699 -1.927 0.146  -0.098

[3]
The following is a DFT calculation (the ωB97M-V functional and the def2-TZVPD basis) of C6H10N as an isolated structure in a non-equilibrium geometry.

Summary:
**Orbital gap**: 0.3898 Eh
**HOMO energy**: -0.5237 hartree
**Total charge**: +1
**F_max**: 5.7 eV/Å

Each line ends with the Löwdin charge.
Geometry (Å):
C 0.250 -1.198 1.940  0.091
C 1.509 -0.874 1.555  -0.035
C 0.935 0.581 -0.357  -0.084
C -0.193 -1.108 0.467  -0.043
C -0.491 0.630 -0.006  -0.182
C -1.521 0.723 -1.162  -0.067
N 1.239 -0.804 0.204  -0.055
H -0.334 -1.403 2.846  0.135
H 2.461 -1.142 1.993  0.145
H 1.274 0.687 -1.478  0.187
H 1.610 1.231 0.192  0.131
H -0.673 -1.928 -0.008  0.145
H -0.810 0.968 1.044  0.165
H -1.069 0.328 -2.132  0.104
H -1.817 1.822 -1.110  0.104
H -2.521 0.251 -1.073  0.085
H 1.875 -1.158 -0.446  0.176

[4]
The following is a DFT calculation (the ωB97M-V functional and the def2-TZVPD basis) of C35H31CaO3P as an isolated structure.

Summary:
**Orbital gap**: 0.2381 Eh
**HOMO energy**: -0.2511 hartree
**F_max**: 0.3 eV/Å

Each line ends with the Löwdin charge.
Geometry (Å):
Ca 0.453 -0.473 -0.347  1.396
O 2.767 -0.912 -0.548  -0.148
C 3.534 -1.039 0.696  -0.302
C 2.511 -1.133 1.884  -0.626
O 2.991 -1.196 2.996  0.088
O 1.273 -1.158 1.559  -0.208
C 4.395 0.191 0.900  -0.160
C 5.440 0.147 1.821  -0.022
C 6.210 1.272 2.060  -0.066
C 5.948 2.458 1.384  -0.088
C 4.904 2.511 0.477  -0.077
C 4.127 1.383 0.238  -0.022
C 4.330 -2.329 0.571  -0.151
C 5.487 -2.346 -0.204  -0.033
C 6.169 -3.533 -0.428  -0.075
C 5.704 -4.716 0.127  -0.087
C 4.557 -4.704 0.908  -0.067
C 3.871 -3.518 1.127  -0.005
H 3.406 -0.851 -1.269  0.116
H 5.628 -0.770 2.362  0.127
H 7.014 1.226 2.782  0.104
H 6.552 3.336 1.572  0.101
H 4.680 3.432 -0.045  0.103
H 3.297 1.454 -0.453  0.100
H 5.872 -1.421 -0.617  0.123
H 7.069 -3.530 -1.028  0.103
H 6.239 -5.642 -0.040  0.102
H 4.195 -5.621 1.354  0.105
H 2.988 -3.515 1.752  0.121
C -3.561 -2.813 -0.036  -0.071
C -4.537 -1.861 -0.677  -0.273
C -5.849 -2.281 -0.886  -0.050
C -6.799 -1.439 -1.437  -0.076
C -6.449 -0.146 -1.792  -0.076
C -5.149 0.288 -1.593  -0.112
C -4.182 -0.553 -1.040  -0.298
P -2.484 0.029 -0.674  1.061
C -2.675 0.818 0.977  -0.327
C -2.071 0.091 2.008  -0.136
C -2.050 0.548 3.313  -0.070
C -2.647 1.765 3.605  -0.070
C -3.257 2.489 2.595  -0.044
C -3.292 2.042 1.275  -0.253
C -3.983 2.893 0.248  -0.036
C -2.001 1.234 -1.944  -0.376
C -2.587 1.183 -3.216  -0.126
C -2.085 1.907 -4.279  -0.111
C -0.957 2.702 -4.073  -0.101
C -0.349 2.740 -2.840  -0.071
C -0.819 2.001 -1.727  -0.384
C -0.040 1.970 -0.502  -0.223
H -3.975 -3.820 -0.001  0.076
H -3.339 -2.507 0.990  0.077
H -2.616 -2.845 -0.578  0.056
H -6.125 -3.291 -0.608  0.109
H -7.811 -1.792 -1.590  0.104
H -7.182 0.524 -2.222  0.105
H -4.880 1.295 -1.875  0.090
H -1.586 -0.855 1.789  0.076
H -1.554 -0.032 4.080  0.110
H -2.632 2.155 4.614  0.105
H -3.715 3.443 2.830  0.111
H -4.098 3.911 0.618  0.081
H -4.979 2.502 0.038  0.077
H -3.430 2.931 -0.690  0.070
H -3.441 0.540 -3.385  0.089
H -2.559 1.852 -5.249  0.094
H -0.553 3.293 -4.886  0.099
H 0.531 3.357 -2.698  0.104
H -0.603 2.020 0.427  0.016
H 0.758 2.710 -0.498  0.027